{
  "formula": "C5H11N3",
  "method": "the ωB97M-V functional and the def2-TZVPD basis",
  "elements": ["N", "N", "N", "C", "C", "C", "C", "C", "H", "H", "H", "H", "H", "H", "H", "H", "H", "H", "H"],
  "xyz": [[-0.3723, -0.1555, 0.5112], [2.9327, -0.5803, 0.6358], [2.2065, 1.2064, -0.6333], [0.7691, -0.6032, -0.3904], [-2.6701, -0.0236, -0.8074], [-2.8882, 0.2238, 0.6902], [2.0156, 0.0571, 0.0049], [-1.6327, -0.1564, 0.2147], [2.7075, -1.4443, 1.1206], [-3.1502, -0.9763, -1.1094], [0.7122, -1.7012, -0.2170], [3.0081, 1.6822, -0.3650], [1.5398, 1.6175, -1.3771], [3.6821, -0.0938, 1.0495], [-3.0258, 1.1522, 1.1793], [0.4736, -0.2815, -1.4151], [-2.7518, 0.6770, -1.6383], [-0.0308, -0.0552, 1.4606], [-3.5250, -0.5449, 1.0864]],
  "relative_energy_kcal_mol": 70.39,
  "spin_multiplicity": 1,
  "total_charge": 2,
  "homo_ha": -0.736,
  "lumo_energy_ev": -8.33,
  "smiles": "NC(=[NH2+])C[NH+]=C1CC1"
}

=====

{
  "formula": "C5H11N3",
  "method": "the ωB97M-V functional and the def2-TZVPD basis",
  "elements": ["N", "N", "N", "C", "C", "C", "C", "C", "H", "H", "H", "H", "H", "H", "H", "H", "H", "H", "H"],
  "xyz": [[1.9374, -0.1426, -1.2164], [-0.6743, -1.2235, -1.7738], [1.1186, 0.2783, 0.8630], [-0.1566, -0.4015, -1.0080], [-0.9871, 1.5281, 0.2292], [-0.9812, -0.8568, 1.3834], [-0.2933, 0.1474, 0.3333], [2.0887, 0.2911, -0.0259], [1.2724, 0.3739, 1.8263], [-2.0667, -0.8329, 1.3990], [-0.6862, 2.0025, 1.1337], [-0.6218, 2.1472, -0.5856], [-0.7992, -0.5890, 2.4467], [-2.0689, 1.6061, 0.0146], [3.1067, 0.9026, 0.2426], [2.5738, -0.1767, -1.9935], [-0.3828, -1.5382, -2.6771], [-0.7330, -1.8844, 1.1211], [-1.6466, -1.6317, -1.7125]],
  "relative_energy_kcal_mol": 131.34,
  "spin_multiplicity": 1,
  "total_charge": 2,
  "homo_ha": [-0.721, -0.721],
  "lumo_energy_ev": [-11.04, -11.04]
}

=====

{
  "formula": "C5H11N3O",
  "method": "the ωB97M-V functional and the def2-TZVPD basis",
  "elements": ["O", "N", "N", "N", "C", "C", "C", "C", "C", "H", "H", "H", "H", "H", "H", "H", "H", "H", "H", "H"],
  "xyz": [[2.7682, 1.2822, -0.1353], [-1.3422, -0.0216, -0.1415], [3.3870, -0.8609, 0.1095], [0.1593, 1.8046, -0.1790], [2.4240, 0.1069, 0.0138], [1.0149, -0.3983, 0.1967], [0.0015, 0.4587, -0.0792], [-1.6367, -1.4195, -0.3250], [-2.4422, 0.7952, 0.3127], [-0.5185, 2.3078, -0.7279], [-3.0579, 1.1339, -0.5297], [-2.0705, 1.6702, 0.8438], [0.8869, -1.4285, 0.4716], [-2.6266, -1.5153, -0.7748], [1.1516, 2.0494, -0.2568], [-1.6287, -1.9785, 0.6194], [-0.9055, -1.8672, -0.9968], [-3.0811, 0.2219, 0.9894], [3.1684, -1.7785, 0.4518], [4.3482, -0.5626, 0.1373]],
  "relative_energy_kcal_mol": 5.18,
  "spin_multiplicity": 1,
  "total_charge": 0,
  "homo_ha": -0.289,
  "lumo_energy_ev": 0.85,
  "smiles": "CN(C)/C(N)=C/C(N)=O"
}

=====

{
  "formula": "C5H11N3O",
  "method": "the ωB97M-V functional and the def2-TZVPD basis",
  "elements": ["O", "N", "N", "N", "C", "C", "C", "C", "C", "H", "H", "H", "H", "H", "H", "H", "H", "H", "H", "H"],
  "xyz": [[3.6417, 0.2781, -0.5439], [-2.3916, 0.3221, -0.2534], [-1.1569, -0.3194, -0.3327], [1.3830, -1.1275, -1.2082], [-0.1431, 1.5690, 1.1166], [2.6296, 0.6140, 0.0371], [0.0964, 0.4104, 0.2138], [-1.3034, -1.7367, -0.0860], [1.2235, -0.0595, -0.3229], [2.6806, 1.3013, 0.9064], [0.7322, 1.7830, 1.7214], [-2.3521, 1.2255, -0.7119], [-1.6651, -1.9147, 0.9352], [-0.9777, 1.3621, 1.7914], [2.3545, -1.1665, -1.5067], [-2.0356, -2.1525, -0.7801], [0.7587, -1.0793, -2.0037], [-2.7239, 0.4434, 0.7058], [-0.3405, -2.2185, -0.2317], [-0.4101, 2.4657, 0.5534]],
  "relative_energy_kcal_mol": 62.54,
  "spin_multiplicity": 1,
  "total_charge": 0,
  "homo_ha": -0.286,
  "lumo_energy_ev": 0.67,
  "smiles": "C/C(=C(/N)C=O)N(C)N"
}

=====

{
  "formula": "C5H11N3O",
  "method": "the ωB97M-V functional and the def2-TZVPD basis",
  "elements": ["O", "N", "N", "N", "C", "C", "C", "C", "C", "H", "H", "H", "H", "H", "H", "H", "H", "H", "H", "H"],
  "xyz": [[-1.9272, -0.7875, -1.0324], [-0.5654, -0.3740, -0.9245], [1.2783, -1.8624, -0.5689], [-0.4994, 2.3355, -0.0094], [0.8842, 0.7220, 1.4200], [0.1868, -1.3214, -0.1685], [-0.4979, 1.1923, 0.5820], [-0.0534, 0.0515, -2.2308], [0.8218, 0.2988, 2.6840], [1.8041, 1.1160, 0.9974], [0.8193, -0.4917, -2.5918], [-1.3561, 0.8387, 1.1703], [-0.3778, -1.6744, 0.7038], [1.7164, 0.2042, 3.2931], [0.2823, 1.0878, -2.2276], [-0.8045, 0.0180, -3.0192], [-1.3753, 2.8290, 0.1675], [-0.0999, -0.0716, 3.1254], [1.6463, -2.4831, 0.1531], [-1.8827, -1.6276, -1.5235]],
  "relative_energy_kcal_mol": 131.00,
  "spin_multiplicity": 1,
  "total_charge": 0,
  "homo_ha": -0.318,
  "lumo_energy_ev": 0.61,
  "smiles": "[H]/N=C/N(C)O.[H]/N=C/C=C"
}

=====

{
  "formula": "C5H11N3O",
  "method": "the ωB97M-V functional and the def2-TZVPD basis",
  "elements": ["O", "N", "N", "N", "C", "C", "C", "C", "C", "H", "H", "H", "H", "H", "H", "H", "H", "H", "H", "H"],
  "xyz": [[-2.3388, 2.4773, -2.6362], [2.8105, -0.1451, 0.2209], [-0.6801, -0.4251, 0.0276], [-2.6497, 0.6986, -1.0464], [-1.9516, -0.4444, -0.4959], [0.3248, 0.5169, -0.0853], [1.5534, 0.6324, 0.6752], [-0.2793, -1.6026, 0.7421], [-2.3501, 1.5548, -1.9650], [0.6602, -1.9988, 0.3885], [1.2938, 0.4328, 1.7166], [2.8283, 0.0924, -0.7300], [-0.0570, 1.3786, -0.6301], [2.7620, -1.0581, 0.6859], [-2.6994, -1.1739, -0.0818], [-1.0166, -2.3711, 0.7497], [3.5635, 0.2824, 0.6543], [1.7557, 1.7367, 0.6650], [0.1115, -1.3259, 1.7121], [-3.6411, 0.7420, -0.5672]],
  "relative_energy_kcal_mol": 89.36,
  "spin_multiplicity": 1,
  "total_charge": 2,
  "homo_ha": -0.577,
  "lumo_energy_ev": -8.83
}

=====

{
  "formula": "C5H11N3O",
  "method": "the ωB97M-V functional and the def2-TZVPD basis",
  "elements": ["O", "N", "N", "N", "C", "C", "C", "C", "C", "H", "H", "H", "H", "H", "H", "H", "H", "H", "H", "H"],
  "xyz": [[-2.1758, -0.9133, -2.2458], [2.1498, 1.0372, 0.1845], [0.8382, 0.3925, -1.5542], [-2.1872, -0.8492, -1.0648], [0.4058, 0.2295, 2.1356], [2.1983, 0.9620, -1.2736], [1.0099, 0.2665, 0.7334], [-3.0229, -1.2473, -0.0886], [0.1736, 0.1536, -0.4889], [2.2955, 1.9704, -1.6009], [1.1691, 0.0828, 2.9473], [1.4219, -0.7587, 0.7063], [-0.2213, 1.0587, 2.3947], [-3.3448, -2.3295, -0.0013], [-0.2288, -0.7130, 2.1756], [2.9871, 0.2656, -1.6190], [-2.5637, -0.9689, 0.8644], [2.5429, 1.8194, 0.6434], [0.4439, 0.1963, -2.5747], [-3.8917, -0.6546, -0.2734]],
  "relative_energy_kcal_mol": 181.10,
  "spin_multiplicity": 1,
  "total_charge": 2,
  "homo_ha": [-0.666, -0.647],
  "lumo_energy_ev": [-10.55, -11.32]
}

=====

{
  "formula": "C5H11N3O2",
  "method": "the ωB97M-V functional and the def2-TZVPD basis",
  "elements": ["O", "O", "N", "N", "N", "C", "C", "C", "C", "C", "H", "H", "H", "H", "H", "H", "H", "H", "H", "H", "H"],
  "xyz": [[1.6408, 1.6732, -0.4280], [0.1301, 1.0401, -1.9968], [-1.8654, 1.2515, -0.1588], [2.3304, -1.1013, -0.8952], [-0.6661, 0.6401, 0.2951], [0.6989, 0.9350, -0.7248], [-0.0051, -1.1802, 0.0235], [1.0491, -0.7699, -0.5761], [-0.9944, -2.1706, 0.4344], [-0.3562, 1.0735, 1.6578], [0.6587, 0.7709, 1.9087], [-1.6694, 2.2316, -0.3785], [0.7343, 1.6191, -2.4839], [-0.4184, 2.1610, 1.7718], [2.9587, -0.3050, -0.8301], [-0.5251, -3.1614, 0.4423], [-2.1048, 0.8305, -1.0517], [-1.8309, -2.2070, -0.2691], [-1.0518, 0.5980, 2.3498], [2.6825, -1.9703, -0.5194], [-1.3960, -1.9589, 1.4292]],
  "relative_energy_kcal_mol": 117.07,
  "spin_multiplicity": 1,
  "total_charge": 0,
  "homo_ha": -0.311,
  "lumo_energy_ev": 0.66
}